1.
125
Properties=species:S:1:pos:R:3:forces:R:3 method="wB97M-V/def2-TZVPD" charge=+2 homo_ev=-11.650 fmax_ha_per_bohr=0.0265 lumo_ev=-4.252 energy_ev=-116512.0231 de_lowest_kcal_mol=9.7 gap_ev=7.40
La 1.013 -0.534 0.106 -0.6 0.4 0.6
S -5.333 5.491 -1.214 0.0 0.0 0.1
P 4.516 -0.945 -1.217 0.4 -0.4 -0.3
P -0.625 1.412 -1.831 -0.3 0.6 -0.2
P -0.294 -2.067 2.532 0.0 -0.5 0.0
P -1.640 0.843 0.754 -0.2 0.6 0.2
F 1.831 -0.426 -1.871 0.7 -0.1 -1.1
O 2.817 1.276 1.094 -0.5 -0.2 -0.2
O -0.086 -2.384 -1.535 0.2 0.2 0.3
N -1.305 2.069 -0.393 0.0 0.1 0.0
N 6.737 -2.184 -2.458 0.0 0.0 0.0
N 5.214 -1.018 -3.950 -0.1 0.0 0.1
N 4.581 -3.156 -2.946 0.0 0.0 0.1
C -3.272 3.662 -0.788 0.1 0.0 0.2
C -1.137 1.576 2.351 0.0 -0.1 0.1
C 4.420 -2.332 -4.093 0.1 0.0 0.3
C -0.183 -4.506 1.043 0.0 0.0 0.0
C 2.311 -1.866 1.780 0.6 -0.6 0.5
C 3.274 3.794 -2.616 0.0 0.0 0.0
C -3.663 1.407 -4.520 0.0 0.0 0.0
C -1.164 -2.045 6.504 0.0 0.0 0.0
C 4.177 -2.969 2.956 0.0 0.1 0.0
C 2.674 3.866 -1.368 -0.1 0.0 0.0
C 5.995 -3.424 -2.682 -0.1 0.2 0.0
C 6.315 -1.491 -1.225 -0.1 0.1 -0.1
C 3.890 -2.625 -1.761 0.1 0.2 -0.1
C 0.863 2.445 -2.132 0.1 0.0 0.0
C -0.904 -3.358 1.375 -0.2 0.0 0.1
C 3.302 -3.588 3.839 -0.1 0.0 0.0
C -6.222 0.493 0.803 0.0 0.0 0.0
C -2.727 1.054 -3.556 0.0 0.0 0.0
C -5.613 1.346 1.717 0.0 0.0 0.0
C -3.581 2.649 -5.135 0.0 0.0 0.0
C -2.154 -3.149 0.782 0.0 -0.1 0.0
C -1.842 3.452 -0.279 -0.1 -0.1 -0.1
C -2.162 -3.333 4.248 0.0 -0.1 0.1
C -1.634 3.183 -3.823 -0.1 0.0 0.0
C 0.321 3.009 3.651 0.0 0.0 -0.1
C -4.065 -0.142 -0.039 0.0 0.0 0.0
C -0.593 -1.814 5.262 0.0 0.0 0.0
C -2.242 -2.918 6.622 0.0 0.0 0.0
C -1.714 1.941 -3.189 0.0 -0.1 -0.1
C -1.632 1.038 3.545 0.0 0.1 0.0
C 1.475 3.191 -1.129 0.0 0.0 -0.1
C 3.682 -2.138 1.955 -0.1 -0.1 0.2
C -2.680 -4.068 -0.118 0.0 0.0 0.0
C 1.488 2.365 -3.382 0.0 0.0 0.0
C 2.675 3.040 -3.624 0.0 0.0 0.0
C -4.230 1.463 1.751 -0.1 0.0 0.0
C 1.940 -3.346 3.726 0.0 0.0 0.0
C -3.447 0.718 0.871 0.0 -0.2 0.0
C -1.946 -5.204 -0.452 0.0 0.0 0.0
C 1.466 -2.499 2.722 0.1 0.0 0.1
C -6.372 4.617 -0.024 0.0 0.0 -0.1
C -3.707 5.101 -0.536 -0.1 0.0 -0.1
C -0.195 2.486 4.825 0.0 0.0 0.1
C -1.173 1.497 4.770 0.0 0.0 0.0
C -0.146 2.553 2.421 0.0 0.0 0.1
C -2.566 3.534 -4.788 0.0 0.0 0.0
C -0.701 -5.421 0.130 0.0 0.0 0.0
C 4.620 -0.131 -2.885 0.0 -0.1 0.0
C -1.080 -2.467 4.126 0.0 0.2 0.0
C -2.739 -3.556 5.495 0.0 0.0 0.0
C -5.449 -0.247 -0.082 0.0 0.0 0.0
C 6.675 -1.365 -3.617 -0.1 -0.1 0.2
H -3.659 -3.905 -0.556 0.1 0.0 0.0
H 4.801 -2.821 -4.986 0.1 0.0 -0.1
H -3.025 5.802 -1.026 0.0 0.0 0.1
H -7.395 4.946 -0.201 0.0 0.0 0.0
H 3.117 4.479 -0.590 0.0 0.0 0.0
H 3.628 0.189 -3.191 -0.1 -0.1 -0.1
H 0.250 -1.135 5.172 0.0 0.0 0.0
H 6.080 -4.060 -1.804 0.0 0.0 0.0
H 7.200 -0.423 -3.478 0.0 0.1 0.0
H -2.686 -3.104 7.592 0.0 0.0 -0.1
H 7.075 -1.888 -4.483 0.0 -0.1 -0.1
H -4.453 0.718 -4.791 0.0 0.0 0.0
H -2.794 0.086 -3.066 0.0 0.0 -0.1
H 1.250 -3.813 4.422 0.0 0.0 0.0
H 4.186 4.345 -2.814 0.0 0.0 0.0
H -0.115 -2.110 -2.456 0.0 0.0 -0.1
H -3.456 -0.726 -0.724 0.0 0.0 0.0
H -0.666 -3.151 -1.430 -0.1 0.0 0.1
H -2.725 -2.263 1.041 0.0 0.0 0.0
H -0.135 -6.312 -0.120 0.0 0.1 0.0
H -2.351 -5.926 -1.152 0.0 0.0 0.0
H -6.086 4.888 0.994 0.0 0.0 0.0
H -3.338 3.466 -1.852 0.0 -0.1 -0.2
H -2.553 -3.851 3.381 0.0 0.0 0.0
H -2.508 4.505 -5.265 0.0 -0.1 0.0
H -1.164 4.120 -0.819 0.0 0.0 0.0
H 1.025 1.787 -4.176 0.0 0.0 0.0
H -0.861 3.891 -3.547 0.0 0.0 0.0
H -6.318 3.537 -0.157 0.0 0.0 0.0
H 6.484 -2.159 -0.380 0.0 0.0 0.0
H 3.299 1.945 0.596 0.0 0.1 -0.1
H -7.303 0.407 0.782 0.1 0.0 0.0
H 3.330 1.074 1.882 0.1 -0.1 0.1
H 4.415 -1.660 1.313 0.1 0.1 -0.1
H -1.577 1.080 5.684 0.0 0.0 0.0
H 3.678 -4.244 4.617 0.0 0.1 -0.1
H 2.822 -2.583 -1.952 -0.1 0.0 -0.1
H -6.219 1.927 2.403 0.0 0.0 0.0
H -3.577 -4.236 5.584 0.1 0.0 0.0
H 3.380 -2.047 -4.228 -0.1 0.0 0.0
H -0.770 -1.547 7.384 0.0 0.0 -0.1
H 0.784 -4.686 1.497 0.0 0.0 0.0
H 6.427 -3.947 -3.535 0.0 0.0 0.0
H 5.248 -3.127 3.057 -0.1 0.0 0.0
H 5.185 -0.532 -4.847 0.0 0.0 0.0
H 4.051 -3.309 -0.926 0.0 0.0 0.0
H -5.925 -0.907 -0.799 0.0 0.0 0.1
H -1.799 3.743 0.772 0.0 0.0 0.1
H -4.308 2.929 -5.889 0.0 0.0 0.1
H -3.767 2.145 2.455 0.0 0.0 0.0
H 6.957 -0.621 -1.073 0.0 0.0 0.0
H 3.128 2.998 -4.608 0.0 0.0 0.0
H 0.255 2.982 1.514 0.0 0.0 0.1
H -3.712 5.336 0.533 0.1 0.0 0.0
H -3.957 2.974 -0.290 0.0 0.1 0.0
H -2.395 0.269 3.521 0.0 0.0 0.0
H 0.158 2.851 5.783 0.0 0.0 -0.1
H 1.074 3.789 3.688 0.0 -0.1 0.0
H 0.999 3.278 -0.162 0.0 0.0 -0.1
H 5.255 0.751 -2.793 0.0 0.0 -0.1

2.
124
Properties=species:S:1:pos:R:3:forces:R:3 method="wB97M-V/def2-TZVPD" charge=0 homo_ev=-9.124 fmax_ha_per_bohr=0.0597 lumo_ev=-0.730 energy_ev=-75004.1311 gap_ev=8.39 smiles="CCCCCCCCCCCCC1=C(N=C=O)C(=O)OC1=O.c1ccncc1.c1ccncc1.c1ccncc1.c1ccncc1.c1ccncc1.c1ccncc1.c1ccncc1"
O 1.363 1.486 -2.473 -2.1 0.3 0.1
O 2.030 -0.478 2.148 1.1 -0.7 -0.5
O 0.405 -0.384 -3.471 0.4 0.9 0.3
O 1.100 2.291 -0.290 0.0 0.3 -1.1
N -5.617 4.518 2.195 0.3 0.2 0.1
N 3.441 1.124 5.745 0.1 -0.4 0.1
N -5.665 6.065 7.213 0.2 0.1 0.3
N 6.707 3.790 -3.689 -0.2 -0.1 0.3
N 0.638 -0.754 -8.815 -0.9 0.1 0.9
N 3.442 0.175 0.315 -1.9 -0.8 0.6
N -4.459 -1.182 3.921 -0.2 0.3 -0.1
N 3.039 -2.205 -11.489 0.4 0.2 0.0
C 5.192 -0.531 -10.907 0.1 0.1 0.1
C 2.499 0.331 -0.781 -1.0 -0.6 -2.1
C 6.298 3.955 -1.330 -0.1 0.0 0.0
C 2.154 -0.590 -1.730 1.4 0.3 0.5
C -3.619 5.697 8.416 0.0 0.0 0.0
C 1.168 0.125 -2.716 1.8 -1.6 1.5
C 1.559 1.551 -1.095 2.4 -1.1 1.6
C 0.235 -0.588 -6.451 0.1 0.1 -0.1
C -5.850 1.190 3.451 -0.2 0.2 0.0
C 6.979 4.301 -2.486 0.1 0.0 -0.3
C -4.489 4.499 1.477 -0.3 -0.1 0.0
C -1.049 -2.990 3.541 0.2 0.0 -0.6
C -2.337 -4.537 -0.460 1.4 0.6 -0.5
C -1.829 -3.109 0.002 -0.8 -0.4 0.9
C 1.861 -4.247 -0.557 -0.9 -0.3 0.5
C 3.197 0.147 4.865 0.1 0.4 0.3
C 1.338 -5.571 -1.216 0.5 0.8 -1.0
C 2.656 -2.060 -1.823 -2.2 0.8 0.2
C -2.508 -2.598 1.354 1.5 0.6 -0.4
C 4.026 -0.460 -10.163 0.1 -0.1 -0.1
C 4.969 2.483 -2.665 0.1 0.1 0.2
C -3.508 6.257 2.744 0.1 0.0 0.0
C -5.251 7.208 9.285 0.1 0.0 0.0
C -5.686 5.410 3.189 -0.2 -0.3 -0.2
C 4.174 -2.253 -12.194 -0.3 -0.1 0.1
C 4.062 0.777 6.876 -0.2 0.2 -0.2
C -0.186 -5.585 -1.554 -0.4 -1.1 0.2
C -1.139 -5.566 -0.302 -0.6 0.2 -0.2
C -6.032 6.914 8.178 -0.1 -0.1 -0.3
C -0.355 -1.646 -8.880 0.2 0.2 -0.2
C 1.414 -2.927 -1.282 1.5 0.2 0.0
C 3.549 -1.179 5.067 0.0 0.0 0.0
C 4.194 -1.513 6.248 0.0 -0.1 0.0
C -4.020 6.583 9.403 0.1 0.0 0.1
C -5.421 -1.104 2.996 0.2 -0.2 0.1
C -4.198 -0.066 4.610 0.1 -0.3 0.0
C -4.473 5.476 7.347 -0.3 0.0 -0.2
C -3.412 5.340 1.710 0.0 0.0 0.0
C 2.782 -0.266 1.288 -0.7 1.6 -0.8
C 5.717 2.897 -3.757 0.2 0.1 -0.2
C -1.096 -2.056 -7.783 0.0 0.0 0.1
C -6.140 0.049 2.722 0.1 0.0 0.0
C -1.369 -2.045 2.327 -0.6 -0.1 0.3
C 0.913 -0.243 -7.609 0.0 -0.1 -0.3
C 5.274 3.028 -1.426 -0.1 -0.1 0.1
C 4.458 -0.517 7.174 0.0 -0.1 -0.1
C 2.982 -1.314 -10.488 -0.4 -0.5 -0.1
C -4.668 6.296 3.502 0.1 0.0 0.0
C 5.272 -1.446 -11.945 0.0 0.0 0.0
C -0.791 -1.514 -6.545 -0.1 -0.1 0.1
C -0.948 -4.510 3.187 0.1 -0.2 0.8
C -4.860 1.136 4.417 0.0 -0.1 0.0
H -4.606 2.007 5.007 0.0 0.0 0.0
H -6.610 5.402 3.756 0.0 0.1 0.1
H -3.185 -1.743 1.140 0.2 -0.8 0.1
H -2.523 5.278 1.097 0.0 0.0 0.0
H 0.036 -4.805 2.746 -0.7 0.4 0.1
H -1.720 -1.053 2.710 0.4 -0.8 -0.1
H -0.752 -3.227 0.249 -0.7 0.2 -0.5
H -2.689 6.932 2.958 0.0 0.0 0.0
H 4.189 -2.982 -12.998 0.1 0.0 0.0
H -1.891 -2.782 -7.896 0.0 0.0 0.0
H -1.601 -6.563 -0.124 0.6 0.5 -0.2
H 2.041 -1.294 -9.924 0.8 0.1 -0.5
H -1.761 -4.895 2.537 0.5 0.4 0.3
H 4.716 2.732 -0.545 0.0 0.0 0.0
H 0.501 -0.145 -5.503 -0.1 0.0 -0.2
H 1.722 0.480 -7.587 0.0 0.0 0.1
H -2.549 -4.453 -1.555 -0.2 -0.4 0.8
H 7.786 5.025 -2.461 0.0 0.0 0.1
H 1.651 -6.436 -0.592 -0.4 0.5 -0.3
H -1.346 -1.809 -5.663 0.0 0.0 0.0
H -4.780 6.998 4.317 -0.1 -0.1 0.0
H 4.173 1.757 -2.771 0.0 0.0 -0.1
H -1.025 -5.075 4.150 0.1 0.3 -0.8
H 5.522 2.499 -4.748 -0.1 0.0 0.0
H -1.824 -2.845 4.324 0.5 -0.1 -0.5
H 3.325 -1.929 4.320 0.0 0.0 0.0
H -0.408 -1.848 1.789 -0.8 -0.2 0.1
H -0.050 -2.687 3.944 -0.9 -0.1 0.0
H -6.390 2.112 3.268 0.1 0.0 0.0
H -3.073 -3.425 1.831 0.2 0.7 -0.2
H -4.462 3.768 0.677 0.1 0.0 0.0
H 0.930 -2.275 -0.516 0.0 -0.6 -0.9
H 2.967 -4.289 -0.402 -0.8 0.0 -0.3
H -4.202 4.794 6.548 0.1 0.0 0.0
H -3.380 6.784 10.253 0.0 0.0 0.0
H 1.423 -4.214 0.477 0.4 0.0 -0.7
H 6.563 4.400 -0.380 0.0 0.0 0.0
H 4.244 1.590 7.571 0.0 0.0 0.0
H -6.906 0.052 1.958 0.0 0.0 0.0
H 2.697 0.457 3.961 0.0 0.0 0.1
H 3.927 0.244 -9.346 0.0 0.0 0.0
H 6.167 -1.531 -12.548 0.0 0.0 0.0
H -5.614 -2.023 2.452 0.0 0.0 0.0
H 1.879 -5.675 -2.195 -0.4 -0.1 0.7
H 4.961 -0.739 8.106 0.0 0.0 0.0
H -0.554 -2.046 -9.869 0.0 0.0 0.0
H -3.412 -0.155 5.352 0.0 0.1 0.0
H -3.253 -4.867 0.071 0.6 0.3 -0.3
H -0.518 -5.310 0.584 -0.7 -0.2 -0.4
H 0.764 -3.118 -2.158 0.0 0.2 0.8
H -1.953 -2.336 -0.796 0.2 -0.6 0.6
H 4.487 -2.538 6.443 0.0 0.0 0.0
H -5.598 7.906 10.034 0.0 0.0 0.0
H 3.510 -2.258 -1.148 -0.2 0.5 -0.7
H 2.853 -2.247 -2.897 0.2 -0.3 0.7
H -0.490 -4.799 -2.290 0.5 -0.4 0.7
H -2.665 5.190 8.473 0.0 0.0 0.0
H -0.380 -6.553 -2.086 0.2 0.8 0.3
H 6.029 0.119 -10.682 0.0 0.0 0.0
H -7.004 7.376 8.043 0.0 0.0 0.1